Entry P
DFT (ωB97M-V/def2-TZVPD) results for a cluster of 2 separate species, C5H16N2O in total.

## Properties
frontier orbital gap = 0.427 hartree
total charge = +2
HOMO = -18.049 eV

Geometry as XYZ:
```
24
C5H16N2O ωB97M-V/def2-TZVPD
C 2.287 -1.405 2.064
C 0.950 -1.553 1.352
C 0.939 -1.001 -0.109
C -0.178 -0.002 -0.333
C -0.428 0.538 -1.510
N -1.426 1.532 -1.895
N 0.783 -3.097 1.228
H 2.368 -0.444 2.574
H 2.576 -2.226 2.703
H 3.130 -1.367 1.358
H 0.047 -1.232 1.866
H 0.880 -1.822 -0.825
H 1.854 -0.445 -0.288
H -0.655 0.466 0.529
H -0.044 0.052 -2.392
H -2.384 1.259 -1.627
H -1.432 1.532 -2.918
H -1.420 2.498 -1.516
H 0.772 -3.469 2.184
H 1.531 -3.594 0.738
H -0.140 -3.408 0.920
H -3.092 4.383 -1.281
H -2.178 4.846 -0.133
O -2.306 4.132 -0.783
```

Entry Q
DFT (ωB97M-V/def2-TZVPD) results for a cluster of 2 separate species, C5H16N2O in total.

## Properties
frontier orbital gap = 0.415 hartree
total charge = +2
HOMO = -18.157 eV

Geometry as XYZ:
```
24
C5H16N2O ωB97M-V/def2-TZVPD
C 0.805 0.546 -1.730
C 0.503 -0.864 -1.060
C -0.513 -0.626 0.127
C -0.030 -0.361 1.497
C 0.353 -1.278 2.371
N -0.110 1.019 1.973
N -0.031 -1.969 -2.152
H 1.476 0.367 -2.653
H 1.462 1.213 -0.987
H -0.047 1.125 -1.970
H 1.420 -1.473 -0.659
H -1.175 -1.649 0.151
H -1.339 0.011 -0.236
H 0.950 -1.009 3.388
H 0.313 -2.367 2.123
H -0.354 1.694 1.213
H -1.009 0.984 2.620
H 0.603 1.424 2.549
H 0.710 -2.388 -2.721
H -0.367 -2.759 -1.592
H -0.787 -1.576 -2.826
H -0.093 2.667 -0.936
H -1.070 3.699 -0.480
O -0.802 2.773 -0.370
```

Energies relative to the most stable structure, in kJ/mol: entry P 0.0; entry Q 157.4.

Entry P
DFT (ωB97M-V/def2-TZVPD) results for a cluster of 2 separate species, H2O3PS in total.

## Properties
frontier orbital gap (spin up / spin down) = 0.194 / 0.307 hartree
total charge = -1
HOMO (spin up / spin down) = -2.880 / -4.591 eV

Geometry as XYZ:
```
7
H2O3PS ωB97M-V/def2-TZVPD
O -1.396 -0.514 1.481
O -1.115 -1.461 -0.751
O -2.110 0.835 -0.421
P 2.264 0.498 0.507
S -1.305 -0.287 0.101
H 2.035 -0.547 -0.610
H 1.628 1.476 -0.307
```

Entry Q
DFT (ωB97M-V/def2-TZVPD) results for the ion H2O3PS with charge -1.

## Properties
frontier orbital gap = 0.295 hartree
total charge = -1
HOMO = -3.978 eV

Geometry as XYZ:
```
7
H2O3PS ωB97M-V/def2-TZVPD
O 1.511 0.794 -1.936
O 0.729 1.153 0.387
O -0.463 -0.836 -0.801
P -0.735 -1.239 0.664
S 0.381 0.965 -1.047
H 0.043 -0.634 1.577
H -1.466 -0.203 1.157
```

Energies relative to the most stable structure, in kJ/mol: entry P 171.7; entry Q 0.0.

Entry P
DFT (ωB97M-V/def2-TZVPD) results for the ion C3H2NOS2 with charge -1.

## Properties
frontier orbital gap = 0.289 hartree
SMILES = [O-]C1=NC(=S)CS1
total charge = -1
HOMO = -4.440 eV

Geometry as XYZ:
```
9
C3H2NOS2 ωB97M-V/def2-TZVPD
O -3.997 0.063 0.130
C -2.836 0.335 0.019
N -2.207 1.471 0.005
C -0.787 1.404 -0.056
S 0.183 2.722 -0.065
C -0.228 0.012 -0.056
S -1.601 -1.136 -0.176
H 0.478 -0.133 -0.879
H 0.300 -0.174 0.886
```

Entry Q
DFT (ωB97M-V/def2-TZVPD) results for a structure of composition C3H2NOS2.

## Properties
frontier orbital gap (spin up / spin down) = 0.216 / 0.216 hartree
total charge = -1
HOMO (spin up / spin down) = -2.634 / -2.635 eV

Geometry as XYZ:
```
9
C3H2NOS2 ωB97M-V/def2-TZVPD
C -0.772 0.130 -0.947
C 0.324 -1.665 -0.080
C 1.437 -0.105 0.380
N -0.721 -1.210 -0.718
O 0.777 -2.691 0.291
S 2.958 0.250 -0.345
S 0.134 1.164 0.047
H -1.613 0.623 -1.592
H 1.340 -0.348 1.514
```

Entry R
DFT (ωB97M-V/def2-TZVPD) results for the ion C3H2NOS2 with charge -1.

## Properties
frontier orbital gap = 0.285 hartree
SMILES = [O-]C(=S)/C=N\C=S
total charge = -1
HOMO = -4.244 eV

Geometry as XYZ:
```
9
C3H2NOS2 ωB97M-V/def2-TZVPD
O -2.542 -0.109 0.944
C -1.583 -0.380 0.237
S -1.192 -1.569 -0.888
C -0.551 0.655 0.461
N 0.621 0.664 0.052
C 1.481 -0.125 -0.504
S 2.787 -0.913 0.301
H -0.771 1.582 0.994
H 1.749 0.195 -1.597
```

Entry S
DFT (ωB97M-V/def2-TZVPD) results for the ion C3H2NOS2 with charge -1.

## Properties
frontier orbital gap = 0.257 hartree
SMILES = [O-]C1=NSC=CS1
total charge = -1
HOMO = -3.454 eV

Geometry as XYZ:
```
9
C3H2NOS2 ωB97M-V/def2-TZVPD
O 1.387 -3.949 0.911
C 0.736 -3.046 1.310
N 0.794 -2.173 2.162
S -0.083 -0.761 2.414
C 0.143 -0.054 0.823
C 0.020 -0.865 -0.252
S -0.581 -2.456 -0.185
H 0.411 0.870 0.689
H 0.388 -0.503 -1.352
```

Energies relative to the most stable structure, in kJ/mol: entry P 0.0; entry Q 270.4; entry R 176.2; entry S 231.4.

Entry P
DFT (ωB97M-V/def2-TZVPD) results for the ion C3H2NOS2 with charge -1.

## Properties
frontier orbital gap = 0.276 hartree
SMILES = [O-]C1=NC(=S)SC1
total charge = -1
HOMO = -4.147 eV

Geometry as XYZ:
```
9
C3H2NOS2 ωB97M-V/def2-TZVPD
O 1.085 1.948 -0.004
C 0.418 0.953 0.040
N -0.882 1.009 0.148
C -1.488 -0.172 0.007
S -3.123 -0.448 -0.024
S -0.347 -1.530 0.070
C 1.102 -0.462 -0.059
H 1.515 -0.516 -0.982
H 1.720 -0.784 0.804
```

Entry Q
DFT (ωB97M-V/def2-TZVPD) results for a cluster of 2 separate species, C3H2NOS2 in total.

## Properties
frontier orbital gap = 0.243 hartree
total charge = -1
HOMO = -3.866 eV

Geometry as XYZ:
```
9
C3H2NOS2 ωB97M-V/def2-TZVPD
C 1.432 0.529 0.627
C -0.036 -0.960 -0.030
C -0.594 0.176 -0.646
N 1.078 -0.692 0.738
O -0.402 -2.119 -0.250
S -3.039 0.574 0.078
S 0.388 1.586 -0.269
H 2.140 0.895 1.296
H -0.967 0.011 -1.544
```

Energies relative to the most stable structure, in kJ/mol: entry P 0.0; entry Q 290.5.

Entry P
DFT (ωB97M-V/def2-TZVPD) results for the ion C3H2NOS2 with charge -1.

## Properties
frontier orbital gap (spin up / spin down) = 0.206 / 0.206 hartree
SMILES = O=c1ccsn1[S-]
total charge = -1
HOMO (spin up / spin down) = -2.336 / -2.337 eV

Geometry as XYZ:
```
9
C3H2NOS2 ωB97M-V/def2-TZVPD
O -0.789 2.078 -0.001
C -0.361 0.937 0.012
C 0.965 0.426 0.026
C 1.087 -0.925 -0.005
S -0.440 -1.715 0.008
N -1.291 -0.242 -0.006
S -2.954 -0.146 -0.017
H 1.800 1.101 0.019
H 1.983 -1.516 -0.036
```

Entry Q
DFT (ωB97M-V/def2-TZVPD) results for the ion C3H2NOS2 with charge -1.

## Properties
frontier orbital gap = 0.244 hartree
SMILES = O=C(C[S-])N=C=S
total charge = -1
HOMO = -3.411 eV

Geometry as XYZ:
```
9
C3H2NOS2 ωB97M-V/def2-TZVPD
O -1.421 1.656 -0.245
C -0.577 0.835 -0.007
C -0.924 -0.647 0.575
S -0.007 -1.935 -0.336
N 0.665 1.012 -0.408
C 1.629 0.282 -0.685
S 3.095 0.016 -1.012
H -0.431 -0.547 1.621
H -2.029 -0.672 0.496
```

Energies relative to the most stable structure, in kJ/mol: entry P 17.1; entry Q 0.0.

Entry P
DFT (ωB97M-V/def2-TZVPD) results for a structure of composition C37H76F3HgN4O7S.

## Properties
frontier orbital gap = 0.036 hartree
total charge = +1
HOMO = -9.749 eV

Geometry as XYZ:
```
129
C37H76F3HgN4O7S ωB97M-V/def2-TZVPD
Hg -3.191 -0.192 5.069
C 1.912 1.585 1.214
F 1.407 1.998 0.072
F 3.120 1.035 1.024
F 2.110 2.604 2.070
S 0.714 0.181 2.027
O -0.671 0.523 1.649
O 1.055 -1.024 1.277
O 0.733 -0.021 3.498
C 11.221 4.907 -2.225
C 10.208 3.844 -2.469
C 8.941 4.607 -3.051
C 7.950 3.705 -3.761
C 8.619 2.826 -4.696
C 9.825 1.984 -4.180
N 10.730 2.812 -3.388
O 11.892 2.163 -2.985
C 9.498 0.620 -3.544
C 10.507 1.671 -5.599
C 9.717 3.272 -1.146
H 12.111 4.604 -1.674
H 10.835 5.818 -1.767
H 11.657 5.219 -3.174
H 8.299 4.899 -2.221
H 9.162 5.511 -3.618
H 7.148 4.139 -4.359
H 7.388 3.239 -2.952
H 8.737 3.458 -5.577
H 7.746 2.191 -4.846
H 9.049 0.835 -2.575
H 8.742 0.139 -4.166
H 10.346 0.015 -3.223
H 11.344 2.272 -5.956
H 10.958 0.679 -5.583
H 9.809 1.572 -6.431
H 8.837 2.635 -1.240
H 9.679 3.924 -0.273
H 10.488 2.575 -0.818
H 11.426 1.579 -2.383
C -5.639 -3.634 2.798
C -5.126 -4.953 3.454
C -4.160 -5.578 2.514
C -3.376 -6.727 3.170
C -2.649 -6.371 4.431
C -3.598 -5.754 5.484
N -4.398 -4.661 4.770
O -5.021 -3.823 5.693
C -4.381 -6.832 6.169
C -2.549 -5.186 6.580
C -6.421 -5.844 3.697
H -6.159 -3.927 1.887
H -4.809 -2.945 2.637
H -6.451 -3.149 3.340
H -4.585 -5.655 1.513
H -3.432 -4.834 2.191
H -2.683 -7.255 2.515
H -4.012 -7.572 3.434
H -1.819 -5.758 4.080
H -2.228 -7.294 4.828
H -4.661 -7.728 5.615
H -3.813 -7.109 7.058
H -5.317 -6.478 6.601
H -1.778 -5.946 6.709
H -2.092 -4.244 6.277
H -2.935 -4.966 7.575
H -6.424 -6.870 3.329
H -7.272 -5.725 3.027
H -6.844 -5.779 4.699
H -5.636 -4.450 6.080
C -5.374 5.901 4.589
C -4.869 4.859 5.497
C -4.793 5.473 6.981
C -6.031 5.748 7.817
C -6.890 4.403 7.889
C -7.086 3.799 6.492
N -5.814 3.692 5.622
O -5.953 2.960 4.426
C -7.680 2.416 6.766
C -8.220 4.622 5.775
C -3.432 4.555 5.271
H -5.392 5.436 3.603
H -4.751 6.795 4.601
H -6.402 6.237 4.719
H -4.261 4.760 7.610
H -4.116 6.321 6.871
H -6.588 6.608 7.445
H -5.792 6.133 8.809
H -7.895 4.417 8.312
H -6.242 3.647 8.331
H -7.837 2.002 5.770
H -6.997 1.739 7.278
H -8.558 2.404 7.412
H -8.050 4.476 4.708
H -9.190 4.196 6.030
H -8.205 5.681 6.032
H -3.232 3.676 5.883
H -2.776 5.382 5.544
H -3.176 4.284 4.247
H -6.465 3.568 3.889
C 0.723 -1.617 -10.491
C 1.021 -1.907 -8.950
C 1.473 -0.557 -8.250
C 1.426 -0.670 -6.711
C 0.017 -1.276 -6.125
C -0.417 -2.537 -6.876
N -0.289 -2.320 -8.329
O -0.907 -3.346 -9.152
C 0.238 -3.765 -6.357
C -1.945 -2.688 -6.480
C 2.223 -2.909 -8.959
H -0.085 -0.908 -10.673
H 0.795 -2.448 -11.193
H 1.488 -0.882 -10.743
H 2.397 -0.249 -8.739
H 0.689 0.163 -8.485
H 1.432 0.389 -6.450
H 2.353 -0.966 -6.221
H -0.821 -0.582 -6.060
H 0.211 -1.335 -5.054
H 0.245 -4.712 -6.897
H 1.318 -3.749 -6.212
H -0.178 -4.202 -5.449
H -2.428 -3.228 -7.294
H -2.058 -3.013 -5.446
H -2.498 -1.748 -6.459
H 2.043 -3.894 -9.390
H 2.384 -3.130 -7.903
H 3.099 -2.542 -9.492
H -1.673 -2.924 -9.549
```

Entry Q
DFT (ωB97M-V/def2-TZVPD) results for a structure of composition C37H76F3HgN4O7S.

## Properties
frontier orbital gap = 0.030 hartree
total charge = +1
HOMO = -9.253 eV

Geometry as XYZ:
```
129
C37H76F3HgN4O7S ωB97M-V/def2-TZVPD
Hg -1.385 -2.503 1.929
C 0.745 2.224 -2.542
F -0.482 2.834 -2.453
F 1.204 2.330 -3.789
F 1.606 2.811 -1.707
S 0.490 0.352 -2.074
O -0.470 -0.232 -3.049
O 1.805 -0.332 -2.176
O -0.021 0.121 -0.686
C -1.404 10.694 0.303
C -0.970 9.450 1.093
C -0.899 8.284 0.090
C 0.285 8.337 -0.814
C 1.494 8.335 0.084
C 1.586 9.519 1.055
N 0.336 9.709 1.764
O 0.408 10.867 2.586
C 2.681 9.174 2.164
C 2.105 10.709 0.221
C -2.157 9.084 2.124
H -0.813 10.947 -0.578
H -1.405 11.540 0.990
H -2.458 10.668 0.028
H -0.948 7.286 0.528
H -1.742 8.319 -0.600
H 0.313 9.122 -1.570
H 0.243 7.449 -1.445
H 2.289 8.342 -0.661
H 1.658 7.390 0.603
H 3.706 9.373 1.852
H 2.462 9.723 3.079
H 2.729 8.166 2.577
H 1.392 11.006 -0.548
H 2.162 11.587 0.865
H 3.010 10.511 -0.353
H -3.110 9.523 1.828
H -1.984 9.397 3.154
H -2.203 8.008 2.293
H 0.876 10.612 3.385
C 3.980 -4.868 -4.123
C 2.909 -5.888 -3.737
C 3.153 -7.213 -4.381
C 4.114 -8.032 -3.714
C 3.909 -8.168 -2.176
C 3.698 -6.850 -1.430
N 2.742 -6.015 -2.226
O 2.197 -4.921 -1.556
C 3.089 -7.165 -0.048
C 5.034 -6.104 -1.323
C 1.625 -5.348 -4.369
H 3.921 -3.895 -3.636
H 4.173 -4.756 -5.190
H 4.939 -5.200 -3.725
H 2.227 -7.754 -4.572
H 3.584 -7.007 -5.361
H 5.085 -7.705 -4.086
H 4.208 -9.019 -4.167
H 4.809 -8.649 -1.796
H 3.205 -8.937 -1.858
H 2.911 -6.304 0.596
H 2.206 -7.756 -0.291
H 3.820 -7.747 0.513
H 5.680 -6.207 -2.195
H 4.912 -5.026 -1.219
H 5.659 -6.489 -0.517
H 0.943 -6.192 -4.472
H 1.824 -4.898 -5.342
H 1.030 -4.675 -3.751
H 2.749 -4.213 -1.895
C -3.650 -6.290 -0.460
C -4.632 -5.460 -1.330
C -6.051 -5.741 -0.781
C -7.125 -4.961 -1.509
C -6.858 -3.468 -1.299
C -5.412 -2.987 -1.588
N -4.341 -4.004 -1.153
O -3.030 -3.601 -1.310
C -5.297 -2.731 -3.091
C -5.251 -1.762 -0.770
C -4.518 -5.907 -2.802
H -3.687 -5.947 0.574
H -2.672 -6.114 -0.906
H -3.769 -7.374 -0.473
H -6.193 -6.821 -0.826
H -6.157 -5.386 0.244
H -8.063 -5.135 -0.981
H -7.327 -5.259 -2.537
H -7.193 -3.202 -0.296
H -7.385 -2.844 -2.021
H -5.953 -1.911 -3.381
H -4.267 -2.607 -3.426
H -5.602 -3.651 -3.589
H -4.284 -1.291 -0.950
H -6.015 -1.049 -1.080
H -5.375 -1.979 0.290
H -3.881 -5.348 -3.488
H -5.385 -5.831 -3.458
H -4.150 -6.933 -2.822
H -2.965 -3.237 -2.196
C 2.403 -1.379 3.230
C 2.127 0.096 3.815
C 2.828 1.091 2.879
C 2.447 2.551 3.122
C 0.900 2.654 3.146
C 0.111 1.671 4.090
N 0.658 0.306 3.891
O -0.002 -0.684 4.583
C 0.278 2.109 5.608
C -1.365 1.602 3.636
C 2.755 0.152 5.226
H 2.088 -2.152 3.931
H 3.491 -1.370 3.160
H 2.074 -1.493 2.198
H 3.897 1.218 3.048
H 2.882 0.661 1.879
H 2.915 3.190 2.373
H 2.744 2.882 4.118
H 0.527 2.574 2.125
H 0.825 3.721 3.357
H -0.440 2.897 5.836
H 0.041 1.327 6.329
H 1.222 2.578 5.884
H -1.830 2.587 3.679
H -1.552 1.470 2.570
H -1.998 0.855 4.115
H 2.548 1.084 5.752
H 3.826 0.057 5.047
H 2.368 -0.689 5.801
H 0.254 -0.471 5.484
```

Energies relative to the most stable structure, in kJ/mol: entry P 335.6; entry Q 0.0.